(1)
Here is an isolated molecule of C3H6N2OS2 from the Open Molecules 2025 dataset. Energies are from ωB97M-V/def2-TZVPD.

Each line ends with the Löwdin charge.
Positions of all 14 atoms, in Å:
H -0.60154 -2.45928 0.64215  0.09
H 0.00841 -0.91016 1.33810  0.08
H 2.27135 1.87761 0.61410  0.12
C -2.43014 0.78155 -0.79894  0.02
O -1.37074 -0.96203 -0.17921  -0.20
S 1.32291 -1.47988 -0.38174  0.92
N -1.39732 0.45715 -0.11121  0.01
C -0.28612 -1.46156 0.44899  -0.53
H 0.59221 1.34268 0.53424  0.11
H -3.04376 -0.05341 -1.19569  0.11
N 1.61610 1.03698 0.62639  -0.01
S 3.72824 0.02287 -0.53342  0.49
H -2.51514 1.81928 -1.01413  0.07
C 2.10553 -0.01180 0.01038  -1.27

Properties
molecular weight: 150.23 g/mol
HOMO: -0.29822 hartree
SMILES: C=NOCSC(N)=S
gap between HOMO and LUMO: 0.3183 hartree
ΔE to the lowest compared entry with this formula, charge and spin: 3.5630 eV
E_LUMO: 0.0201 Eh


(2)
Here is an isolated molecule of C3H6N2OS2 from the Open Molecules 2025 dataset. Energies are from ωB97M-V/def2-TZVPD.

Each line ends with the Löwdin charge.
Positions of all 14 atoms, in Å:
C 0.60085 0.52621 -0.00434  -0.79
H 0.86606 2.62585 0.17691  0.07
S 2.74548 -0.86280 -0.01080  0.75
H -0.93780 -1.47690 0.02679  0.12
S -1.11205 0.88590 -0.18864  1.02
N 1.01458 -0.70282 -0.04876  -0.39
H 2.10713 1.62065 0.99053  0.08
C -2.96542 -0.98246 0.02918  -0.45
H -3.16532 -2.05416 0.07497  0.13
N -1.64610 -0.71410 -0.22460  -0.32
O -3.81851 -0.14573 0.14378  0.01
C 1.48395 1.72558 0.06746  -0.16
H 2.64336 -2.16060 -0.21325  -0.16
H 2.18380 1.71539 -0.81923  0.09

Properties
molecular weight: 150.23 g/mol
HOMO: -0.31101 hartree
SMILES: C/C(=N\S)SNC=O
gap between HOMO and LUMO: 0.3345 hartree
ΔE to the lowest compared entry with this formula, charge and spin: 1.8834 eV
E_LUMO: 0.0235 Eh


(3)
Here is an isolated molecule of C3H6N2S from the Open Molecules 2025 dataset. Energies are from ωB97M-V/def2-TZVPD.

Each line ends with the Löwdin charge.
Positions of all 12 atoms, in Å:
H -0.81396 -1.17515 0.97689  0.07
H -1.78910 0.27820 -1.05010  0.04
S 0.84567 1.90218 -0.19656  0.79
H -0.71323 -0.99365 -1.35478  0.07
N 2.48466 -1.45605 -0.31164  0.12
H 0.81462 0.60588 1.65032  0.08
C 1.77395 -0.70939 0.16015  -0.20
H -1.54525 0.37719 1.07366  0.13
H 0.56866 1.66696 -1.41632  -0.18
C -0.80176 -0.24849 0.57149  -0.32
C 0.56763 0.32492 0.64059  -0.60
N -1.39188 -0.57261 -0.74372  0.02

Properties
molecular weight: 102.16 g/mol
HOMO: -0.36617 hartree
SMILES: N#C[C@@H](S)CN
gap between HOMO and LUMO: 0.3891 hartree
ΔE to the lowest compared entry with this formula, charge and spin: 1.8015 eV
E_LUMO: 0.0229 Eh


(4)
Here is an isolated molecule of C3H6N2S from the Open Molecules 2025 dataset. Energies are from ωB97M-V/def2-TZVPD.

Each line ends with the Löwdin charge.
Positions of all 12 atoms, in Å:
H -1.60861 1.42182 0.14237  0.17
C -1.30170 -0.73778 -0.25970  -0.49
H -2.23831 -1.09512 0.14667  0.08
N 2.63016 -0.59295 0.05293  0.04
H 1.07328 1.44861 -0.04672  0.15
S 0.11526 -1.77508 0.09197  0.96
N 0.43611 0.61926 -0.23981  -0.11
H 2.67934 0.63694 -0.22652  0.13
H -0.61093 0.62067 1.40998  0.13
C 1.30120 -0.48231 -0.10316  -0.78
H -1.62938 -0.55837 -1.29202  0.10
C -0.84640 0.49431 0.32401  -0.37

Properties
molecular weight: 102.16 g/mol
HOMO: -0.33041 hartree
SMILES: [H]/N=C1\NCCS1
gap between HOMO and LUMO: 0.3554 hartree
ΔE to the lowest compared entry with this formula, charge and spin: 2.8238 eV
E_LUMO: 0.0249 Eh


(5)
Here is an isolated molecule of C3H6N2S2 from the Open Molecules 2025 dataset. Energies are from ωB97M-V/def2-TZVPD.

Each line ends with the Löwdin charge.
Positions of all 13 atoms, in Å:
S -2.37405 2.08137 -0.32502  0.60
H -0.05055 -1.21466 2.98339  0.03
N 1.58304 -0.25422 -1.72265  0.01
N 0.65091 -0.26949 -0.69819  -0.03
H 0.29709 -1.38395 1.16869  0.05
C -0.25084 0.62204 -0.87314  -0.32
S -1.80361 -0.12474 1.61150  0.79
C -1.38947 0.76440 0.01714  -1.00
H 1.58293 0.26804 -2.59498  0.10
H 1.85847 -1.21078 -1.76831  0.07
H 0.57575 0.09391 2.06008  0.05
C -0.18322 -0.73565 2.00384  -0.50
H -0.49645 1.36374 -1.86234  0.15

Properties
molecular weight: 134.23 g/mol
HOMO: -0.31292 hartree
SMILES: CSC(=S)/C=N/N
gap between HOMO and LUMO: 0.2797 hartree
ΔE to the lowest compared entry with this formula, charge and spin: 3.1704 eV
E_LUMO: -0.0332 Eh


(6)
Here is an isolated molecule of C3H6N2S2 from the Open Molecules 2025 dataset. Energies are from ωB97M-V/def2-TZVPD.

Each line ends with the Löwdin charge.
Positions of all 13 atoms, in Å:
N -1.14374 -0.99967 0.62304  0.08
H -1.01705 2.92289 0.64930  0.01
N 0.79872 0.09537 0.11043  -0.48
H 2.09594 -0.49610 -1.26906  0.10
H 1.63827 -1.70364 0.09953  0.06
H -2.14670 -2.29134 -0.64261  0.09
C -1.20938 -1.68388 -0.43600  -0.62
H -0.81491 1.07450 1.10478  -0.02
C -0.42456 2.07705 0.88638  -0.35
S 0.40176 1.50577 -0.61969  0.85
H 0.38997 2.37941 1.65163  0.07
C 1.31949 -0.93925 -0.56931  -0.63
S 0.11219 -1.94111 -1.58842  0.83

Properties
molecular weight: 134.23 g/mol
HOMO (spin up / spin down): -0.29671 / -0.31229 hartree
gap between HOMO and LUMO (spin up / spin down): 0.2851 / 0.2839 hartree
ΔE to the lowest compared entry with this formula, charge and spin: 4.3437 eV
E_LUMO (spin up / spin down): -0.0116 / -0.0284 Eh


(7)
Here is an isolated molecule of C3H6N2S2 from the Open Molecules 2025 dataset. Energies are from ωB97M-V/def2-TZVPD.

Each line ends with the Löwdin charge.
Positions of all 13 atoms, in Å:
H 2.11199 1.38014 -1.36457  0.10
H 0.16028 0.13423 -2.43752  0.13
N 0.95991 -0.69603 1.08047  -0.41
H 1.38187 1.68361 0.20837  0.08
C -0.10360 -0.07543 1.65174  -0.50
C 1.02704 1.48841 -0.89100  -0.22
S 0.83434 -1.35083 -0.42966  0.85
N -1.15038 0.46203 1.28895  -0.29
S -1.54611 0.55254 -0.40417  0.76
C 0.22048 0.13057 -1.22105  -0.82
H -0.08609 0.05360 2.73067  0.12
H 1.89314 -0.43569 1.57270  0.16
H 0.39678 2.33340 -1.19244  0.04

Properties
molecular weight: 134.23 g/mol
HOMO: -0.30064 hartree
SMILES: C[C@@H]1SN=CNS1
gap between HOMO and LUMO: 0.3193 hartree
ΔE to the lowest compared entry with this formula, charge and spin: 2.6681 eV
E_LUMO: 0.0187 Eh


(8)
Here is an isolated molecule of C3H6N2S3 from the Open Molecules 2025 dataset. Energies are from ωB97M-V/def2-TZVPD.

Each line ends with the Löwdin charge.
Positions of all 14 atoms, in Å:
H -3.47794 1.62878 0.44428  0.10
C 2.10821 0.26226 -0.23195  -1.25
S -3.54516 -0.55042 -0.75516  0.51
C -3.09420 0.53298 0.80881  -0.51
N 1.84727 1.59713 -0.37324  -0.05
H -2.63222 0.36535 -1.71190  0.00
S 3.63880 -0.63436 -0.17175  0.44
H -3.78472 0.02302 1.76472  0.13
H -1.30897 -0.67650 1.85598  0.15
N -0.60246 0.59480 -0.02418  -0.26
H 2.53757 2.40919 -0.48196  0.14
H 0.77452 1.78068 -0.72351  0.13
S 0.79978 -0.47617 0.47439  0.87
C -1.53344 0.15495 0.90224  -0.40

Properties
molecular weight: 166.30 g/mol
HOMO: -0.30685 hartree
SMILES: NC(=S)S/N=C/CS
gap between HOMO and LUMO: 0.2927 hartree
ΔE to the lowest compared entry with this formula, charge and spin: 5.2695 eV
E_LUMO: -0.0142 Eh


(9)
Here is the ion C3H6N3 with charge +1 from the Open Molecules 2025 dataset. Energies are from ωB97M-V/def2-TZVPD.

Each line ends with the Löwdin charge.
Positions of all 12 atoms, in Å:
H -0.02946 -1.71822 -0.33394  0.13
N -0.94221 2.20586 0.51929  0.42
N -0.23814 1.38356 0.27589  0.00
H 1.90884 -0.40946 -1.12511  0.11
C -0.54411 -0.81714 -0.04431  -0.08
C 1.74329 0.23538 -0.26240  0.04
H -2.36304 0.13735 0.50572  0.06
H 2.28289 -0.17148 0.59775  0.12
H 2.13005 1.22837 -0.48835  0.11
C -1.83573 -0.75110 0.21046  0.09
N 0.32327 0.31866 0.01561  -0.11
H -2.43564 -1.64178 0.12939  0.09

Properties
net charge: +1
molecular weight: 84.10 g/mol
HOMO: -0.54995 hartree
SMILES: C=CN(C)[N+]#N
gap between HOMO and LUMO: 0.3479 hartree
ΔE to the lowest compared entry with this formula, charge and spin: 3.2287 eV
E_LUMO: -0.2020 Eh


(10)
Here is the ion C3H6N3 with charge +1 from the Open Molecules 2025 dataset. Energies are from ωB97M-V/def2-TZVPD.

Each line ends with the Löwdin charge.
Positions of all 12 atoms, in Å:
H -0.47114 -2.80494 -0.71066  0.05
C -0.48280 0.92802 0.39684  -0.11
H 0.50664 0.87611 -1.60393  0.17
N -0.10198 0.46025 -0.88733  0.03
H -0.60758 2.00776 0.47354  0.14
C 0.64541 0.70521 1.55926  -0.20
H 0.37271 -0.97354 -2.14382  0.16
N 0.69921 -0.35925 2.03864  0.28
H 1.29119 1.60262 1.72924  0.17
N -0.06065 -0.94283 -1.25095  -0.01
C -0.50120 -1.80451 -0.46114  0.18
H -1.28981 0.30510 0.86030  0.14

Properties
net charge: +1
molecular weight: 84.10 g/mol
HOMO (spin up / spin down): -0.54766 / -0.49482 hartree
gap between HOMO and LUMO (spin up / spin down): 0.3235 / 0.2159 hartree
ΔE to the lowest compared entry with this formula, charge and spin: 6.7552 eV
E_LUMO (spin up / spin down): -0.2241 / -0.2790 Eh


(11)
Here is a cluster of 2 separate species, C3H6N3 in total from the Open Molecules 2025 dataset. Energies are from ωB97M-V/def2-TZVPD.

Each line ends with the Mulliken spin population.
Positions of all 12 atoms, in Å:
H -0.35639 1.36514 1.16783  -0.02
N -3.39280 -0.35113 0.09002  1.02
H 1.59814 0.89872 -1.21023  0.00
N -0.18477 0.64335 0.46677  0.32
C 2.49706 -0.57589 0.28210  0.00
C 1.73805 0.23836 -0.33411  0.00
H -4.10875 0.23778 -0.18098  0.04
H 3.46978 -0.34464 -0.00591  0.00
N -2.29748 -0.07210 -0.24868  0.56
H -0.42633 -0.76152 -1.00712  0.04
H 2.44659 -1.14274 1.19985  0.00
C -0.98311 -0.13534 -0.21955  0.02

Properties
net charge: +1
molecular weight: 84.10 g/mol
HOMO (spin up / spin down): -0.44092 / -0.58542 hartree
gap between HOMO and LUMO (spin up / spin down): 0.2641 / 0.3589 hartree
ΔE to the lowest compared entry with this formula, charge and spin: 3.1951 eV
E_LUMO (spin up / spin down): -0.1768 / -0.2266 Eh
spin multiplicity: 3


(12)
Here is the ion C3H6N3O with charge +1 from the Open Molecules 2025 dataset. Energies are from ωB97M-V/def2-TZVPD.

Each line ends with the Löwdin charge.
Positions of all 13 atoms, in Å:
H -0.80984 1.80191 -1.07209  0.15
N -0.29199 2.03481 -0.21813  0.18
H -1.55745 -1.65407 0.81051  0.20
C 0.09917 1.09472 0.55549  -0.01
C 2.24280 -0.44869 -0.00810  -0.22
H 0.67625 -1.98283 -0.48379  0.13
H -0.13913 3.07531 0.00586  0.19
N -1.33377 -0.71388 0.32623  0.14
O 2.60841 0.68768 0.29615  0.08
C 0.93453 -1.01813 -0.15232  0.04
N -0.11107 -0.24720 0.15537  -0.18
H -2.02715 0.05245 0.48363  0.15
H 3.07145 -1.18110 -0.08667  0.14

Properties
net charge: +1
molecular weight: 100.10 g/mol
HOMO (spin up / spin down): -0.50660 / -0.50659 hartree
SMILES: N[N+](=C=[NH2+])/C=C\[O-]
gap between HOMO and LUMO (spin up / spin down): 0.2947 / 0.2946 hartree
ΔE to the lowest compared entry with this formula, charge and spin: 4.0144 eV
E_LUMO (spin up / spin down): -0.2119 / -0.2119 Eh